Computed, not measured: a gas-phase ion, CF2IO2S (charge -1), with ωB97M-V with the def2-TZVPD basis set.

Calculated values
energy relative to the best compared isomer or geometry (same formula, charge and spin)	0.0	kcal/mol
total charge	-1
molar mass	240.98	g/mol

Element x y z (Å)
1 I -2.776 0.246 -0.053
2 S 0.600 1.019 0.561
3 F -0.277 -1.132 -0.727
4 F -0.900 -1.614 1.211
5 O -0.198 1.978 -0.186
6 O 1.648 0.494 -0.300
7 C -0.764 -0.526 0.405

Cartesian forces (eV/Å) of the 6 atoms listed first:
I -0.1 -0.2 0.1
S 0.1 0.1 0.4
F -0.7 0.4 -0.1
F 0.0 0.7 0.9
O -0.8 1.0 0.0
O 0.9 -0.7 0.1

***

Computed, not measured: a molecular structure, C16H19ClCr, with ωB97M-V with the def2-TZVPD basis set.

Calculated values
multiplicity	5
energy relative to the best compared isomer or geometry (same formula, charge and spin)	95.4	kcal/mol
total charge	-2
molar mass	298.78	g/mol

Element x y z (Å)
1 Cr 0.013 0.542 -1.941
2 Cl 0.745 2.093 -0.255
3 C -1.082 1.615 -3.475
4 C -1.265 -1.442 -1.358
5 C 0.137 2.262 -3.066
6 C -0.490 -1.850 -2.466
7 C -0.015 1.681 3.816
8 C 1.231 1.392 -3.457
9 C -0.299 -0.280 0.710
10 C 0.673 0.335 -4.225
11 C -0.027 0.210 3.360
12 C -0.369 -1.483 -0.122
13 C -1.270 -0.466 3.941
14 C -0.726 0.505 -4.281
15 C 1.005 -1.615 -0.757
16 C 0.908 -1.852 -2.119
17 C 1.210 -0.552 3.875
18 C -0.106 0.165 1.840
19 H 1.192 -1.583 3.494
20 H -1.310 -1.518 3.641
21 H -0.811 -2.131 -3.459
22 H -2.089 1.986 -3.337
23 H 0.889 2.203 3.462
24 H -1.406 -0.013 -4.958
25 H 2.155 -0.086 3.565
26 H 0.188 3.204 -2.546
27 H -0.888 2.181 3.376
28 H -0.701 -2.300 0.527
29 H 1.904 -1.571 -0.147
30 H 1.239 -0.636 4.977
31 H -1.294 -0.445 5.039
32 H -2.177 0.041 3.600
33 H 1.776 -2.002 -2.760
34 H 1.232 -0.345 -4.861
35 H -0.105 1.832 4.913
36 H -2.351 -1.584 -1.324
37 H 2.283 1.510 -3.224

Cartesian forces (eV/Å) of the 6 atoms listed first:
Cr 0.1 -2.2 1.0
Cl 0.3 0.7 -0.3
C 0.3 0.7 -0.3
C 0.0 0.6 -0.7
C -0.1 -0.1 -0.9
C 0.8 -0.1 0.0

***

Computed, not measured: C5H8N2 in the gas phase, with ωB97M-V with the def2-TZVPD basis set.

Calculated values
energy relative to the best compared isomer or geometry (same formula, charge and spin)	30.8	kcal/mol
structure (SMILES)	N#C[C@H](N)C1CC1
total charge	0
molar mass	96.13	g/mol

Element x y z (Å)
1 N 1.991 -0.638 -0.280
2 N 1.529 2.466 1.054
3 C -0.381 -0.118 -0.531
4 C -1.499 -1.023 -0.092
5 C 0.849 0.009 0.356
6 C -1.700 0.466 -0.122
7 C 1.169 1.413 0.736
8 H -2.000 -1.635 -0.836
9 H 0.637 -0.521 1.291
10 H -0.143 -0.107 -1.592
11 H 2.242 -0.116 -1.117
12 H -1.754 1.011 0.819
13 H -1.408 -1.503 0.884
14 H -2.326 0.875 -0.909
15 H 2.796 -0.579 0.338

Cartesian forces (eV/Å) of the 6 atoms listed first:
N 0.2 0.1 0.0
N -0.4 -0.9 -0.3
C 0.1 0.0 -0.1
C -0.1 -0.2 0.1
C -0.2 0.0 0.1
C -0.1 0.1 0.0

***

Computed, not measured: 2 unconnected molecules or ions with the total composition C13H18N3O5S2, with ωB97M-V with the def2-TZVPD basis set.

Calculated values
energy relative to the best compared isomer or geometry (same formula, charge and spin)	52.0	kcal/mol
total charge	+1
molar mass	360.44	g/mol

Element x y z (Å)
1 S 7.573 -2.442 0.279
2 S -4.247 2.204 0.003
3 O -4.794 1.074 0.694
4 O 6.829 -2.578 1.533
5 O -5.080 3.516 0.413
6 O 7.618 -3.725 -0.425
7 O -4.061 2.204 -1.419
8 N -1.433 -0.487 0.194
9 N 4.405 -1.932 -1.393
10 N 3.109 -1.907 -1.195
11 C 4.605 -0.464 0.651
12 C -7.407 2.740 0.368
13 C 0.302 -2.819 -0.449
14 C 5.145 -1.236 -0.529
15 C 3.139 -0.504 0.803
16 C -6.372 3.711 -0.176
17 C 6.694 -1.217 -0.772
18 C -1.920 -1.740 -0.040
19 C 0.870 -1.465 -0.176
20 C 2.384 -1.304 -0.209
21 C -2.725 2.639 0.780
22 C -1.156 -2.951 -0.368
23 C -0.080 -0.394 0.140
24 H -6.313 3.645 -1.266
25 H -7.154 1.711 0.110
26 H 0.363 0.618 0.356
27 H -6.686 4.729 0.065
28 H -2.311 3.522 0.294
29 H -2.052 1.791 0.662
30 H 2.607 0.026 1.624
31 H 2.544 -2.420 -1.888
32 H 6.868 -1.540 -1.841
33 H -8.396 2.949 -0.037
34 H -2.908 2.824 1.837
35 H 7.101 -0.172 -0.706
36 H 0.942 -3.699 -0.686
37 H -1.662 -3.936 -0.527
38 H -7.444 2.797 1.459
39 H 5.258 0.096 1.356
40 H 8.883 -2.007 0.475
41 H -3.036 -1.855 0.007

Cartesian forces (eV/Å) of the 6 atoms listed first:
S -1.8 -3.7 0.8
S 0.0 0.8 0.4
O 0.1 -0.1 -0.4
O 1.1 1.7 -0.9
O 0.7 -0.3 0.0
O 0.6 2.3 -0.1

***

Computed, not measured: a gas-phase ion, C22H25 (charge +1), with ωB97M-V with the def2-TZVPD basis set.

Calculated values
energy relative to the best compared isomer or geometry (same formula, charge and spin)	23.2	kcal/mol
total charge	+1
molar mass	289.44	g/mol

Element x y z (Å)
1 C -1.743 1.080 2.795
2 C -5.308 2.781 7.182
3 C -3.597 4.352 7.831
4 C -4.355 -0.667 0.491
5 C 2.649 -0.350 1.122
6 C -4.520 2.360 6.123
7 C 1.216 -2.428 0.795
8 C -3.640 -0.688 -0.707
9 C -3.771 -0.116 1.645
10 C -3.239 2.896 5.899
11 C -2.341 -0.164 -0.754
12 C -2.507 0.482 1.586
13 C -1.784 0.390 0.399
14 C -2.812 3.916 6.774
15 C -2.694 1.438 3.926
16 C 2.631 -1.845 0.842
17 C 1.818 0.050 2.367
18 C 0.316 -2.014 1.984
19 C -0.664 0.092 3.248
20 C -4.850 3.763 8.063
21 C 0.456 -0.588 2.486
22 C -2.354 2.341 4.884
23 H -1.325 2.674 4.851
24 H 0.703 -2.127 -0.123
25 H 3.169 -2.070 -0.090
26 H -3.676 1.023 3.911
27 H 1.285 -3.518 0.736
28 H -1.694 -0.275 -1.622
29 H 3.686 -0.013 1.247
30 H -5.473 4.119 8.911
31 H -0.274 0.566 4.179
32 H 3.217 -2.372 1.617
33 H -1.362 -0.709 3.501
34 H -4.044 -1.181 -1.602
35 H 2.251 0.205 0.271
36 H -4.308 -0.269 2.578
37 H -3.246 5.167 8.472
38 H -4.928 1.581 5.488
39 H 1.641 1.129 2.395
40 H 2.446 -0.191 3.243
41 H -0.746 -2.151 1.732
42 H -5.321 -1.182 0.550
43 H -0.751 0.697 0.451
44 H -1.829 4.348 6.583
45 H 0.506 -2.740 2.781
46 H -6.307 2.358 7.336
47 H -1.234 2.015 2.471

Cartesian forces (eV/Å) of the 6 atoms listed first:
C -1.0 1.3 -1.6
C -0.3 0.3 0.4
C -0.4 0.0 0.2
C 0.5 -0.2 0.0
C -0.1 0.0 -0.2
C 0.0 0.0 0.0

***

Computed, not measured: a molecular structure, NO3S2, with ωB97M-V with the def2-TZVPD basis set.

Calculated values
energy relative to the best compared isomer or geometry (same formula, charge and spin)	3.4	kcal/mol
total charge	-1
molar mass	126.14	g/mol

Element x y z (Å)
1 S -1.205 -0.028 0.204
2 S 1.471 0.016 -0.307
3 O 1.400 -1.200 0.556
4 O -2.663 -0.038 0.263
5 O 1.571 1.269 0.429
6 N -0.575 -0.019 -1.146

Cartesian forces, eV/Å:
S -0.3 0.1 -0.5
S 0.4 -1.7 0.3
O 0.2 1.5 -0.9
O -0.7 0.0 0.2
O -0.2 0.0 0.1
N 0.7 0.1 0.8

***

Computed, not measured: a gas-phase ion, C6H6INO3P (charge +1), with ωB97M-V with the def2-TZVPD basis set.

Calculated values
energy relative to the best compared isomer or geometry (same formula, charge and spin)	113.2	kcal/mol
structure (SMILES)	O=[PH2]c1c(C(=O)O)cc[nH+]c1I
total charge	+1
molar mass	298.00	g/mol

Element x y z (Å)
1 I -2.403 -3.112 -0.721
2 P 1.356 -2.021 -0.494
3 O 2.828 1.092 1.331
4 O 2.435 2.009 -0.881
5 O 1.021 -3.521 -0.125
6 N -2.721 0.003 -0.033
7 C -2.376 1.460 0.244
8 C -0.067 -0.778 -0.216
9 C -0.800 1.948 0.299
10 C 1.934 1.322 0.173
11 C 0.370 0.803 0.088
12 C -1.673 -1.097 -0.280
13 H 2.448 -1.621 0.404
14 H -3.751 -0.228 -0.072
15 H 1.848 -1.816 -1.833
16 H 3.333 0.221 1.239
17 H -3.253 2.251 0.396
18 H -0.529 3.086 0.482

Cartesian forces (eV/Å) of the 6 atoms listed first:
I 0.7 2.2 0.5
P -0.7 -4.8 1.8
O -2.4 -0.9 -2.8
O -4.0 -4.7 7.2
O 0.5 4.8 -1.4
N 4.0 1.7 0.2